No. 1
Here is C11H13ClN2O in the gas phase in a non-equilibrium geometry from OMol25. Energies are from wB97M-V/def2-TZVPD.

The molar mass is 224.69 g mol⁻¹. The value obtained for the maximum force is 6.78 eV/A. Its LUMO energy is 0.13 eV. The highest occupied orbital energy comes out at -8.140 eV. As for the SMILES: CCCCn1[nH]c(=O)c2ccc(Cl)cc21.

Positions of all 28 atoms, in Å:
C  0.2407  1.8583  -1.5088
C  1.6997  1.4099  -1.8566
C  2.2431  0.0334  -1.6827
C  1.7516  -0.6456  -0.2905
N  0.3002  -0.6858  -0.3132
N  -0.4009  -1.4651  -1.2627
C  -1.6388  -1.6024  -0.6790
O  -2.6701  -2.1755  -1.1449
C  -1.6362  -1.1501  0.7486
C  -2.6246  -1.1418  1.8410
C  -2.2520  -0.4227  3.0064
C  -1.0129  0.2807  3.0609
Cl  -0.6885  1.2722  4.4628
C  -0.1405  0.2295  1.9467
C  -0.4529  -0.4645  0.7880
H  0.1332  2.8952  -1.7529
H  -0.0543  1.6896  -0.4421
H  -0.4133  1.1881  -2.0591
H  2.3509  2.0493  -1.1905
H  1.8480  1.6509  -2.8931
H  3.3289  0.0449  -1.8070
H  1.8315  -0.7300  -2.4350
H  2.1571  -0.0618  0.5201
H  1.9970  -1.7463  -0.2852
H  -0.3060  -1.2160  -2.2832
H  -3.5310  -1.6069  1.6735
H  -2.8825  -0.1833  3.8254
H  0.8223  0.6959  2.0130



No. 2
Here is C11H13ClSi in the gas phase in a non-equilibrium geometry from OMol25. Energies are from wB97M-V/def2-TZVPD.

The molar mass is 208.76 g mol⁻¹. The value obtained for the maximum force is 4.12 eV/A. Its multiplicity is 3. Its LUMO energy (spin up / spin down) is 0.87 / -1.83 eV. The highest occupied orbital energy (spin up / spin down) comes out at -7.110 / -8.223 eV.

Positions of all 26 atoms, in Å:
C  0.1980  3.4457  1.5135
C  0.6035  2.5301  2.4377
C  -0.1515  2.9947  0.2908
C  0.6742  1.1624  2.1889
C  -0.1113  1.6025  -0.0032
C  0.4709  0.7070  0.8845
C  -0.3173  1.1756  -1.4036
C  -0.1269  -0.0759  -1.7028
C  0.7645  -0.7059  0.5211
C  -0.4871  -0.9882  -2.8266
C  0.2070  -3.5394  -0.1452
Si  -0.5266  -1.9692  0.7222
Cl  -2.3287  -1.3674  -0.0158
H  0.0318  4.5187  1.9041
H  0.7608  2.8560  3.4101
H  -0.4203  3.7103  -0.3736
H  1.0998  0.4288  2.9384
H  -0.7855  1.9271  -1.9404
H  1.7582  -0.8520  0.1962
H  0.5259  -1.0884  -3.3487
H  -1.3326  -0.6659  -3.4474
H  -0.7385  -2.0340  -2.5689
H  0.3844  -3.1202  -1.1170
H  1.1512  -3.7036  0.2363
H  -0.4883  -4.3076  -0.2559
H  -0.8154  -2.6410  1.9054



No. 3
Here is a molecular structure, C11H13CuN2O6 in a non-equilibrium geometry from OMol25. Energies are from wB97M-V/def2-TZVPD.

The molar mass is 332.78 g mol⁻¹. The value obtained for the maximum force is 5.69 eV/A. Its multiplicity is 2. Its LUMO energy (spin up / spin down) is -6.43 / -6.24 eV. The total charge is +1. The highest occupied orbital energy (spin up / spin down) comes out at -12.247 / -12.101 eV.

Positions of all 33 atoms, in Å:
O  -3.5538  -0.2249  -0.2675
C  -2.5087  -0.5931  0.1302
Cu  -0.0332  -0.2904  0.6708
O  -1.4985  -2.7161  0.5671
C  -1.5552  -1.5132  0.4430
C  -0.1922  2.0010  -1.4358
O  0.3699  2.7031  -0.5907
C  -0.7358  0.9528  1.8378
O  -1.0112  1.6131  2.7319
C  -0.2747  0.5064  -1.2434
O  -0.3961  -0.2780  -2.1542
H  -0.6104  2.3957  -2.3856
C  2.8970  1.1781  1.0692
N  3.5969  -0.0588  0.7902
C  4.9401  0.0550  0.2522
C  5.7320  -1.1743  0.6108
C  5.0219  -2.4336  0.1821
N  3.6085  -2.3631  0.4729
C  2.8786  -3.6062  0.3892
C  2.9088  -1.2262  0.7014
O  1.6494  -1.3163  0.8498
H  2.3750  1.5872  0.1908
H  3.6426  1.9129  1.3994
H  2.1643  1.0418  1.8689
H  4.9090  0.1792  -0.8458
H  5.3821  0.9514  0.6926
H  5.9067  -1.2041  1.6919
H  6.7066  -1.1280  0.1203
H  5.4336  -3.3041  0.7063
H  5.1724  -2.6101  -0.8968
H  2.9466  -4.0278  -0.6238
H  3.3154  -4.3391  1.0817
H  1.8349  -3.4170  0.6416



No. 4
Here is a molecular structure, C11H13HgN4O5 in a non-equilibrium geometry from OMol25. Energies are from wB97M-V/def2-TZVPD.

The molar mass is 481.84 g mol⁻¹. The value obtained for the maximum force is 8.61 eV/A. Its LUMO energy is -3.59 eV. The total charge is +1. The highest occupied orbital energy comes out at -12.488 eV.

Positions of all 34 atoms, in Å:
O  -0.8157  -5.9589  -2.5168
C  -0.5725  -5.1634  -1.6882
Hg  -0.0639  -2.0780  -0.0947
O  -1.0350  -2.6677  -3.8362
C  -0.7123  -2.6491  -2.7448
C  0.5137  -2.8834  2.4568
O  0.8257  -2.3562  3.4708
C  2.7230  -2.6919  -0.5656
O  3.8293  -2.5500  -0.8595
C  -2.7220  -2.5440  0.9462
O  -3.8427  -2.4758  1.1156
H  0.0991  -3.6052  0.6846
C  -1.1020  0.7196  0.9441
N  0.0312  0.1752  0.0823
C  1.3388  0.6606  0.7140
N  1.3831  2.1162  0.7690
C  0.2447  2.6214  1.5862
N  -1.0550  2.1777  1.0118
C  -1.1497  2.7461  -0.3625
N  -0.0422  2.2491  -1.2199
C  -0.0883  0.7908  -1.2960
C  1.2390  2.6794  -0.6042
H  -0.9895  0.3129  1.9671
H  -2.0735  0.4088  0.5126
H  2.1969  0.2945  0.1130
H  1.3931  0.2642  1.7476
H  0.2660  3.7088  1.5651
H  0.3426  2.2941  2.6358
H  -2.1205  2.4983  -0.8097
H  -1.0621  3.8342  -0.3006
H  0.7570  0.4413  -1.9135
H  -1.0496  0.4790  -1.7408
H  1.2207  3.7679  -0.5369
H  2.0923  2.3836  -1.2327



No. 5
Here is C11H13N in the gas phase in a non-equilibrium geometry from OMol25. Energies are from wB97M-V/def2-TZVPD.

The molar mass is 159.23 g mol⁻¹. The value obtained for the maximum force is 6.77 eV/A. Its LUMO energy is 0.57 eV. The highest occupied orbital energy comes out at -8.964 eV. As for the SMILES: CC1=N[C@H](C)Cc2ccccc21.

Positions of all 25 atoms, in Å:
C  2.7783  -0.4425  0.2169
C  1.2194  -0.4955  0.2826
N  0.6579  -1.6214  0.5692
C  -0.9096  -1.6871  0.7159
C  -1.2841  -3.2594  0.6920
C  -1.5603  -0.7126  -0.1771
C  -0.8542  0.7163  -0.3746
C  -1.4516  1.8717  -1.0322
C  -0.7108  3.0560  -0.9116
C  0.6403  3.0828  -0.5235
C  1.2491  1.8989  -0.0452
C  0.4375  0.6752  -0.1246
H  3.2018  -0.0186  -0.7150
H  3.2578  -1.3616  0.5145
H  3.2521  0.3401  0.9846
H  -1.2495  -1.5403  1.9037
H  -2.2751  -3.3017  1.3949
H  -0.2879  -3.8886  1.0849
H  -1.4529  -3.6503  -0.4113
H  -2.6464  -0.3269  0.1001
H  -1.7534  -1.3252  -1.1724
H  -2.5322  2.0733  -1.1919
H  -1.3243  3.9089  -1.2149
H  1.3195  4.1398  -0.5636
H  2.2787  1.8688  -0.0015



No. 6
Here is 2 unconnected molecules or ions with the total composition C11H13N2 in a non-equilibrium geometry from OMol25. Energies are from wB97M-V/def2-TZVPD.

The molar mass is 173.24 g mol⁻¹. The value obtained for the maximum force is 1.55 eV/A. Its LUMO energy is -5.04 eV. The total charge is +1. The highest occupied orbital energy comes out at -11.250 eV.

Positions of all 26 atoms, in Å:
C  -0.5306  -0.0819  -1.2743
C  -1.1274  -1.3339  -1.4069
C  -2.4865  -1.6420  -1.4675
C  -3.5820  -0.7821  -1.4692
C  -3.5838  0.6109  -1.4654
C  -2.4903  1.4738  -1.4587
C  -1.1308  1.1673  -1.3923
H  0.5469  -0.0734  -1.0619
H  -0.4437  -2.1888  -1.4532
H  -2.7267  -2.7104  -1.5148
H  -4.5672  -1.2632  -1.4992
H  -4.5703  1.0910  -1.4921
H  -2.7310  2.5422  -1.5063
H  -0.4492  2.0242  -1.4207
C  3.5895  0.1226  0.1418
C  2.5321  0.1166  1.1549
N  1.2214  0.2528  1.0721
C  0.7465  0.2109  2.3802
C  1.8044  0.0257  3.2527
N  2.9266  -0.0339  2.4547
H  3.1762  0.2883  -0.8544
H  4.3124  0.9147  0.3950
H  4.1234  -0.8382  0.1828
H  -0.2944  0.3258  2.6403
H  1.8364  -0.0650  4.3262
H  3.8981  -0.1542  2.7360